No. 1
Molecular formula: C34H57N4O10P
Method: DFT, ωB97M-V with the def2-TZVPD basis set

The geometry in XYZ format:
```
106
C34H57N4O10P ωB97M-V with the def2-TZVPD basis set
N 2.79177 -0.30773 1.27081
P 3.18683 0.35031 -0.07949
O 3.75297 1.82814 0.22944
O 4.31399 -0.47074 -0.84898
C 1.71104 0.35082 -1.18874
N 1.90357 -0.77924 -2.15934
C 1.83130 -0.27944 -3.46987
O 1.49603 -0.91165 -4.41843
C 2.21291 1.20021 -3.39962
C 3.74174 1.40273 -3.32741
C 4.57293 0.30004 -3.94334
O 4.28252 0.21017 -5.34988
C 4.36590 -1.05803 -5.83308
O 5.34361 -1.46542 -6.35765
C 1.73738 1.92448 -4.66365
O 0.32577 2.15000 -4.68561
O 0.05660 3.54503 -4.62719
C 1.41751 1.53783 -2.14313
C 1.38972 2.96209 -1.62281
C 0.15027 3.32578 -0.83953
O 0.22748 4.09276 0.08140
C -1.17523 2.74172 -1.21099
C -1.99342 3.30979 -2.18203
C -3.21393 2.71437 -2.47031
C -3.61863 1.55762 -1.80657
C -2.80231 0.99002 -0.83420
C -1.57945 1.58455 -0.54017
H 2.96034 0.33535 2.03640
H 3.93348 2.36638 -0.55150
H 5.04425 -0.58789 -0.22535
H 0.86946 0.18227 -0.53615
H 1.11337 -1.41337 -2.04806
H 4.10255 1.47674 -2.30645
H 4.04395 2.32002 -3.82192
H 4.40104 -0.65369 -3.44738
H 5.62899 0.53152 -3.84587
H 3.47724 -1.68580 -5.75664
H 1.96718 1.30118 -5.52020
H 2.23368 2.88037 -4.78503
H 0.32259 3.88136 -5.49545
H 0.39387 1.31667 -2.44881
H 1.39247 3.61574 -2.49478
H 2.23732 3.25401 -1.01498
H -1.67590 4.19351 -2.70582
H -3.86971 3.12482 -3.22039
H -4.56303 1.09399 -2.03696
H -3.07481 0.10103 -0.29045
H -0.94013 1.15213 0.21425
C 4.37704 -6.19317 1.15223
C 2.95199 -6.71973 0.86073
C 2.84108 -7.16682 -0.59788
C 2.79658 -6.00530 -1.59100
C 1.70389 -5.00664 -1.21035
C 1.81434 -4.51949 0.23446
N 1.92731 -5.67772 1.16858
O 0.77000 -6.21839 1.36698
C 3.00996 -3.56288 0.37668
C 0.58494 -3.69306 0.59354
C 2.74351 -7.92188 1.77456
H 4.36777 -5.46154 1.95990
H 5.02697 -7.00875 1.46695
H 4.85327 -5.74012 0.28411
H 1.93465 -7.76769 -0.72100
H 3.68329 -7.82283 -0.82936
H 3.76770 -5.50624 -1.64596
H 2.59957 -6.39473 -2.59170
H 1.73830 -4.14375 -1.88007
H 0.72767 -5.47953 -1.36018
H 3.17014 -3.28561 1.41785
H 2.81422 -2.64628 -0.17095
H 3.94264 -3.95864 -0.02113
H -0.34264 -4.23979 0.43041
H 0.56058 -2.79935 -0.03090
H 0.61849 -3.37205 1.63482
H 2.78784 -7.62720 2.82422
H 3.53218 -8.65028 1.59003
H 1.79016 -8.41534 1.59636
C -5.56509 3.96685 5.68348
C -6.02131 3.57613 4.25788
C -5.87256 2.06804 4.04922
C -4.42152 1.61309 3.89079
C -3.71617 2.42073 2.80103
C -3.82241 3.92966 3.00127
N -5.24454 4.32697 3.22544
O -5.88943 4.36295 2.10609
C -2.93134 4.36980 4.17774
C -3.26969 4.64764 1.77415
C -7.49430 3.95615 4.15991
H -5.20736 4.99586 5.71350
H -6.39810 3.89810 6.38184
H -4.78269 3.31976 6.07700
H -6.43140 1.77387 3.15525
H -6.33605 1.54867 4.89110
H -3.88329 1.69831 4.83856
H -4.40350 0.55357 3.62766
H -2.66181 2.13878 2.75619
H -4.14831 2.15760 1.82977
H -3.08309 5.42626 4.40246
H -1.88352 4.23416 3.91088
H -3.09050 3.80038 5.08992
H -3.76366 4.33378 0.85561
H -2.20824 4.42354 1.66903
H -3.38093 5.72877 1.87121
H -7.62872 5.03282 4.27544
H -8.04486 3.45533 4.95534
H -7.93616 3.65468 3.21225
```

Calculated values
Multiplicity: 3
E_HOMO (alpha / beta), eV: -8.2243 / -9.1963
Kohn-Sham gap (alpha / beta), eV: 8.29 / 9.26
DFT total energy, eV: -71901.6375

No. 2
Molecular formula: C41H106Br3CoF3N9O11
Method: DFT, ωB97M-V with the def2-TZVPD basis set

The geometry in XYZ format:
```
174
C41H106Br3CoF3N9O11 ωB97M-V with the def2-TZVPD basis set
Co -3.08990 5.66256 -4.24251
C -0.07750 0.81931 -0.21615
O -0.83313 0.88966 1.00671
O -0.62295 1.79501 -1.07417
C 1.49122 0.70626 0.00822
F 2.11627 0.62733 -1.19129
F 1.94565 1.78945 0.64885
F 2.01586 -0.32148 0.63937
C -0.71760 -0.03026 2.09982
C -1.78870 0.37324 3.08310
H -1.67059 1.39126 3.45430
H -2.74574 0.44942 2.56699
H -1.94415 -0.25888 3.95738
H 0.24624 -0.05721 2.60812
H -0.95639 -1.06267 1.84442
H -0.43995 -0.11894 -0.63615
C -7.73672 -6.49254 4.02213
Br -6.45667 -5.71869 2.64869
Br -7.14219 -6.42733 5.91095
Br -8.33485 -8.31329 3.44788
H -8.61792 -5.85590 3.94292
C 5.77224 -9.05844 -3.04734
C 4.30336 -9.09404 -3.42371
C 3.45661 -7.94136 -2.85256
O 2.07677 -8.25255 -3.18555
C 1.17390 -7.21720 -2.98165
N 4.24094 -8.94834 -4.83052
H 6.32493 -8.37714 -3.69422
H 6.17740 -10.06950 -3.08879
H 5.97057 -8.72754 -2.02790
H 3.93686 -10.02729 -2.99615
H 3.85683 -7.01327 -3.26071
H 3.48069 -7.93478 -1.76284
H 1.34579 -6.54149 -3.81948
H 1.39358 -6.80170 -1.99818
H 0.15974 -7.61492 -3.01881
H 3.41252 -8.46178 -5.14209
H 4.98080 -8.38878 -5.23004
C -0.75346 2.61915 -10.02242
C -0.15485 4.01441 -10.15668
C 0.01974 4.31744 -11.67367
O 0.61897 5.58629 -11.80445
C 0.81171 5.99078 -13.17031
N -1.01438 5.01592 -9.50809
H -0.99432 2.39207 -8.98390
H 0.04264 1.92838 -10.30019
H -1.68891 2.46042 -10.55894
H 0.85312 4.07206 -9.74584
H -0.89201 4.38400 -12.26728
H 0.54189 3.50749 -12.18304
H -0.11408 6.33876 -13.62847
H 1.24919 5.19689 -13.77567
H 1.55399 6.78895 -13.17425
H -1.89310 4.96860 -10.00377
H -0.62941 5.93654 -9.66412
C -4.85832 3.87425 10.62087
C -4.08973 2.72431 11.18369
C -4.95006 1.44925 11.19642
O -6.15659 1.71680 11.94073
C -6.84881 0.51020 12.00440
N -2.94360 2.51357 10.36806
H -4.20721 4.72532 10.42127
H -5.57904 4.14624 11.39203
H -5.44234 3.65327 9.72745
H -3.81353 2.99356 12.20316
H -4.36951 0.57428 11.48880
H -5.27580 1.27682 10.17063
H -7.73733 0.66918 12.61543
H -6.26024 -0.20847 12.57466
H -7.20968 0.01120 11.10502
H -3.33952 2.05997 9.55714
H -2.33461 1.83294 10.79932
C -4.71114 6.86331 2.95804
C -3.76422 7.21168 1.78161
C -2.28767 7.22336 2.14839
O -1.93148 8.20494 3.13410
C -0.60556 8.10065 3.55164
N -4.01517 6.24685 0.66417
H -5.75542 6.85163 2.64589
H -4.61305 7.60655 3.74929
H -4.34061 5.92766 3.37680
H -3.95579 8.20427 1.37396
H -1.75978 7.53619 1.24752
H -1.85547 6.25212 2.38921
H 0.02104 8.27643 2.67724
H -0.34501 7.08138 3.83677
H -0.43934 8.83188 4.34270
H -5.00967 6.27250 0.48980
H -3.84434 5.31509 1.01451
C 11.06077 7.66586 4.18525
C 10.38174 7.02740 2.99264
C 9.08603 6.24556 3.41575
O 9.41100 5.13609 4.18071
C 8.18249 4.53396 4.77433
N 10.17478 8.05882 1.98617
H 12.06509 8.03636 3.97990
H 11.15962 6.85504 4.90698
H 10.51835 8.53523 4.55684
H 11.10100 6.27788 2.66253
H 8.48068 5.94519 2.56052
H 8.51303 6.92507 4.04664
H 7.70236 5.29061 5.39485
H 8.49713 3.72444 5.43296
H 7.50602 4.05386 4.06723
H 9.67774 8.82775 2.41255
H 11.06008 8.53926 1.91194
C 6.26653 -2.67359 -7.24753
C 7.68970 -3.22550 -7.43627
C 8.48393 -3.19506 -6.15285
O 8.48715 -1.90942 -5.63548
C 9.06182 -1.73108 -4.38320
N 7.48278 -4.58154 -7.89336
H 6.31820 -1.60784 -7.02476
H 5.74421 -3.13209 -6.40786
H 5.52618 -2.78683 -8.03947
H 8.16012 -2.58582 -8.18301
H 9.52685 -3.39137 -6.40162
H 8.10823 -3.92187 -5.43265
H 9.73643 -2.54353 -4.11314
H 8.26491 -1.71041 -3.63982
H 9.59613 -0.79204 -4.23898
H 8.31890 -4.97847 -8.29762
H 6.84704 -4.53407 -8.67674
C 1.46141 -3.33343 10.37394
C 2.81319 -2.74078 10.43724
C 3.48981 -2.53566 9.08316
O 3.65101 -3.78624 8.53150
C 4.38618 -3.87885 7.31528
N 2.65529 -1.47581 11.06295
H 1.60767 -4.33974 9.98146
H 0.97469 -2.77592 9.57370
H 0.84764 -3.36234 11.27424
H 3.43436 -3.34022 11.10277
H 4.45207 -2.14130 9.40970
H 2.98549 -1.92925 8.33081
H 5.43059 -3.61453 7.48097
H 3.96293 -3.28450 6.50552
H 4.41193 -4.91397 6.97477
H 2.19956 -1.54238 11.96183
H 3.57776 -1.22707 11.39050
C -9.53101 0.78735 -0.24843
C -10.67776 1.59064 0.26531
C -10.82191 1.50685 1.86148
O -11.16107 0.13127 2.21363
C -11.83549 0.05104 3.44498
N -10.34835 2.98654 -0.03356
H -9.64551 -0.25478 0.04985
H -8.55814 1.16547 0.06564
H -9.52001 0.88959 -1.33357
H -11.62966 1.34178 -0.20380
H -11.66093 2.14442 2.14012
H -9.89461 1.89825 2.27984
H -12.89277 0.31051 3.39071
H -11.33089 0.68042 4.17804
H -11.64991 -0.98137 3.74122
H -10.34170 3.09393 -1.03781
H -11.00722 3.69814 0.24861
C -1.55915 -7.51213 -8.81325
C -2.64997 -6.93370 -9.80115
C -3.06733 -5.55206 -9.33705
O -3.89827 -5.67946 -8.11012
C -3.98825 -4.49160 -7.33872
N -2.18193 -6.88475 -11.16083
H -1.98850 -7.55531 -7.81231
H -0.61938 -6.96114 -8.85011
H -1.20690 -8.49891 -9.11373
H -3.56150 -7.53021 -9.76413
H -3.68932 -5.07287 -10.09310
H -2.20122 -4.89248 -9.28329
H -4.37372 -3.72458 -8.01043
H -3.01714 -4.17580 -6.95751
H -4.71326 -4.74051 -6.56381
H -2.98044 -6.65915 -11.73666
H -1.96798 -7.75428 -11.62798
```

Calculated values
Net charge: +1
Multiplicity: 4
E_HOMO (alpha / beta), eV: -9.7822 / -9.7822
Kohn-Sham gap (alpha / beta), eV: 2.85 / 2.84
DFT total energy, eV: -336054.1457

No. 3
Molecular formula: C4H3ClF2O
Method: DFT, ωB97M-V with the def2-TZVPD basis set

The geometry in XYZ format:
```
11
C4H3ClF2O ωB97M-V with the def2-TZVPD basis set
C 0.37442 -0.44271 -1.24981
C 1.09593 0.77090 0.61719
C 1.18564 -0.58867 0.19361
C -1.64455 0.28502 -0.12122
O -0.84514 -0.24919 -1.18855
F 2.35097 -1.28908 -0.10391
F 0.57708 -1.56723 0.97064
Cl 2.35922 1.80058 0.14289
H -1.27347 0.00025 0.81345
H -2.63539 -0.11992 -0.14733
H -1.54470 1.40005 0.07307
```

Calculated values
E_HOMO (alpha / beta), eV: -9.3653 / -9.3651
Kohn-Sham gap (alpha / beta), eV: 7.77 / 7.77
DFT total energy, eV: -24194.2907